Computed, not measured: C24H29F3N10OW as an isolated structure, with ωB97M-V/def2-TZVPD.

Each line ends with the Löwdin charge.
CARTESIAN COORDINATES (ANGSTROEM)
W -0.516000 0.656044 0.350491  1.741
N -1.059949 0.278181 2.534506  -0.051
C -2.477226 0.570734 2.866722  -0.175
C -3.299123 -0.043007 1.760642  -0.192
N -2.771828 0.492687 0.497905  -0.074
H -0.898278 -0.723532 2.656010  0.098
H -0.445948 0.745904 3.194314  0.094
H -2.605725 1.652441 2.886029  0.117
H -2.754025 0.154982 3.834543  0.139
H -4.361663 0.167115 1.878820  0.140
H -3.162348 -1.127043 1.756027  0.115
H -3.082221 1.450049 0.339813  0.106
H -3.099658 -0.063924 -0.287841  0.086
N 1.613684 -1.015480 -1.698547  0.195
C 2.351806 -0.182787 -0.956629  -0.424
N 3.651153 -0.190475 -1.190686  0.197
C 4.400559 0.635176 -0.469381  -0.400
N 5.702477 0.680894 -0.687512  0.226
N 3.904217 1.430917 0.518342  0.206
C 2.623062 1.395028 0.680513  -0.262
N 1.726460 0.643424 -0.030123  0.042
C 2.060512 2.277533 1.730555  -0.191
C 2.852525 3.167355 2.448566  0.033
C 2.237718 4.011121 3.345302  0.005
C 0.847911 3.961917 3.465811  0.002
C 0.143128 3.053663 2.714267  -0.107
N 0.750548 2.190645 1.879371  -0.001
H 2.164149 -1.720724 -2.167860  0.139
H 0.707457 -1.274150 -1.332914  0.046
H 6.102902 0.099914 -1.405843  0.135
H 6.281546 1.293091 -0.137995  0.133
H 3.918958 3.187538 2.281564  0.126
H 2.822807 4.712679 3.923755  0.131
H 0.313099 4.631670 4.124280  0.128
H -0.936445 3.029476 2.735189  0.107
F 0.633177 1.752905 -6.513174  0.176
C -0.611202 1.502694 -6.095545  -0.598
F -1.077949 0.447155 -6.759093  0.172
F -1.370472 2.561444 -6.384477  0.180
C -0.609656 1.259820 -4.597144  -0.057
C -0.136100 2.255319 -3.754265  0.056
C -0.137468 2.027172 -2.397792  -0.085
N -0.544849 0.861459 -1.862464  -0.098
C -1.005802 -0.088781 -2.685916  -0.108
C -1.068611 0.073642 -4.055066  0.056
H 0.220067 3.198270 -4.145470  0.145
H 0.177014 2.788168 -1.697784  0.115
H -1.315615 -1.007863 -2.211444  0.082
H -1.454850 -0.718169 -4.680517  0.139
O -1.203589 2.268342 0.185274  -0.486
C -3.055636 -2.724097 -0.750067  -0.028
C -1.962679 -3.260031 0.136446  -0.207
C -2.040686 -4.585009 0.545550  -0.031
C -1.064576 -5.150235 1.349730  -0.042
C 0.026131 -4.393436 1.743034  -0.031
C 0.155657 -3.070928 1.346638  -0.215
C 1.393288 -2.298527 1.725189  -0.040
C -0.856032 -2.483595 0.552618  -0.284
N -0.670115 -1.145636 0.225408  -0.211
H -3.737458 -3.524020 -1.030041  0.093
H -2.674087 -2.298106 -1.678125  0.063
H -3.663078 -1.968108 -0.248915  0.062
H -2.882372 -5.186189 0.225968  0.121
H -1.148266 -6.183023 1.659366  0.119
H 0.796387 -4.842976 2.356923  0.121
H 2.008091 -2.877102 2.411217  0.090
H 1.177014 -1.339284 2.206445  0.051
H 1.998114 -2.080337 0.839515  0.069

Atoms 1-2, force components in eV/Å:
W 0.909 0.771 1.112
N 0.126 -0.122 0.080

Energy above the lowest of the compared OMol25 structures with the same formula, charge and spin, kcal/mol: 31.07
Energy, Ha: -1921.098178
Charge: +2
Orbital gap, eV: 6.17
Largest force on an atom, eV/A: 1.630



Computed, not measured: a 2-piece molecular cluster, C24H29F3N6O2 overall, with ωB97M-V/def2-TZVPD.

Each line ends with the Löwdin charge.
CARTESIAN COORDINATES (ANGSTROEM)
N 0.582735 -1.264488 -2.979934  0.061
C 1.991751 -1.613133 -3.209570  -0.332
C 2.312121 -1.404071 -4.697029  -0.076
N 3.758569 -1.525353 -4.920834  0.041
C 4.742028 -1.364611 -3.953339  -0.257
N 5.954493 -1.476293 -4.449599  0.164
C 5.774059 -1.703508 -5.816955  -0.212
C 6.668110 -1.894659 -6.885199  -0.062
N 6.244067 -2.096097 -8.153444  0.043
C 4.919331 -2.109280 -8.398660  -0.155
C 3.964488 -1.925265 -7.392485  -0.003
C 4.428257 -1.727483 -6.100046  -0.196
C 4.404958 -1.146514 -2.507672  -0.042
C 2.920850 -0.736454 -2.333532  -0.212
C 2.489798 -0.784008 -0.871441  -0.113
C 2.654102 -1.955172 -0.106778  0.062
C 2.226867 -2.020275 1.221016  -0.186
F 2.405272 -3.163153 1.924262  0.079
C 1.612688 -0.909137 1.807362  -0.184
F 1.196128 -0.956194 3.093595  0.077
C 1.430301 0.254025 1.056593  0.082
C 1.857643 0.325146 -0.271620  -0.202
F 1.634757 1.470342 -0.959014  0.070
H 0.422108 -0.262008 -3.090889  0.088
H -0.042322 -1.804860 -3.578103  0.083
H 2.151406 -2.668184 -2.954682  0.155
H 1.981722 -0.410790 -5.017118  0.135
H 1.777254 -2.150570 -5.292278  0.130
H 7.734182 -1.876809 -6.681555  0.109
H 4.579410 -2.270748 -9.416926  0.098
H 2.906410 -1.940575 -7.624531  0.100
H 4.624739 -2.076913 -1.981304  0.120
H 5.058442 -0.372027 -2.096010  0.136
H 2.833864 0.292032 -2.699093  0.149
H 3.101940 -2.846088 -0.532806  0.130
H 0.948866 1.114532 1.507309  0.123
C -6.703363 2.131986 6.202144  -0.052
N -5.675135 1.610636 5.303558  0.020
C -4.780946 2.382645 4.673164  -0.500
O -4.756733 3.601441 4.807725  0.069
C -3.735981 1.677828 3.799190  -0.208
N -3.606487 2.318744 2.475230  0.121
C -4.487412 2.330209 1.476325  -0.546
C -5.828647 1.643040 1.637989  0.013
O -4.212578 2.876802 0.420205  0.036
C -2.372680 1.668486 4.524767  -0.365
C -2.448926 1.021046 5.915003  -0.060
C -1.315843 0.901803 3.718335  -0.076
H -6.230721 2.566695 7.085357  0.087
H -7.380590 1.334419 6.510402  0.084
H -7.273395 2.914393 5.695732  0.088
H -5.623789 0.613624 5.169531  0.134
H -4.041881 0.642504 3.657276  0.139
H -2.767233 2.848134 2.296989  0.147
H -5.680484 0.607378 1.932786  0.077
H -6.349969 1.675583 0.682002  0.086
H -6.417292 2.175815 2.382441  0.081
H -2.027794 2.695908 4.645996  0.145
H -1.456672 1.004933 6.366581  0.083
H -3.098117 1.601495 6.570780  0.077
H -2.822913 -0.000006 5.838306  0.085
H -1.617970 -0.138002 3.588765  0.091
H -0.362221 0.932882 4.246168  0.079
H -1.175621 1.358223 2.739560  0.061

Atoms 1-2, force components in eV/Å:
N 0.308 -0.228 0.291
C -0.452 0.642 -0.356

Energy, Ha: -1710.614303
Orbital gap, eV: 9.19
Structure (SMILES): N[C@H]1Cn2c(nc3cnccc32)C[C@@H]1c1cc(F)c(F)cc1F.CNC(=O)[C@@H](NC(C)=O)C(C)C
Largest force on an atom, eV/A: 2.251



Computed, not measured: a 8-piece molecular cluster, C24H29F7O22 overall, with ωB97M-V/def2-TZVPD.

Each line ends with the Löwdin charge.
CARTESIAN COORDINATES (ANGSTROEM)
O 5.495451 1.987946 -1.285065  0.179
C 4.403107 1.572259 -1.019401  -0.585
O 3.753635 1.923693 0.096831  0.092
C 2.481435 1.341125 0.192153  -0.050
C 2.330131 0.672458 -1.197602  -0.176
F 1.577839 1.488210 -2.105264  -0.006
O 3.701382 0.613862 -1.542660  0.161
H 2.331015 0.510117 0.960310  0.154
H 1.813383 2.120018 0.393137  0.094
H 1.802021 -0.261332 -1.210673  0.141
O -0.157372 4.297542 2.271894  0.143
C -0.135097 4.357591 1.069639  -0.593
O -1.165477 4.615025 0.314417  0.122
C -0.719715 4.441453 -1.083285  0.007
C 0.758417 4.540055 -0.985316  -0.310
F 1.296978 5.770611 -1.186045  0.080
O 1.022640 4.251281 0.374205  0.118
H -1.006669 3.485769 -1.538373  0.134
H -1.102031 5.313552 -1.527079  0.132
H 1.298776 3.853496 -1.605127  0.145
O 2.395106 -2.537762 -0.191620  0.159
C 2.946638 -2.748464 0.830007  -0.551
O 2.495107 -3.397170 1.911496  0.109
C 3.492632 -3.383901 2.908715  -0.027
C 4.638157 -2.558267 2.239960  -0.265
F 5.792362 -3.345224 2.075912  0.030
O 4.164742 -2.246690 1.005776  0.170
H 3.255701 -2.829573 3.774766  0.096
H 3.758460 -4.385108 3.090310  0.129
H 4.873946 -1.692058 2.821383  0.146
O -3.451903 0.314511 -5.299419  0.188
C -2.358737 0.372640 -4.903595  -0.650
O -1.608401 1.440285 -5.072476  0.102
C -0.249993 1.184931 -4.701185  -0.032
C -0.499474 0.131028 -3.707285  -0.300
F -0.735161 0.471968 -2.450915  0.086
O -1.770983 -0.530724 -4.129184  0.140
H 0.233741 0.782774 -5.610888  0.160
H 0.416661 1.916995 -4.258135  0.138
H 0.251961 -0.685528 -3.586076  0.177
O -2.887486 1.753657 -0.944068  0.139
C -3.774495 1.244167 -1.582492  -0.531
O -3.912339 -0.104932 -1.603663  0.059
C -4.981646 -0.410852 -2.535687  -0.031
C -5.647600 0.930082 -2.834472  -0.262
F -6.760678 1.151264 -2.081598  0.064
O -4.626973 1.874300 -2.436034  0.137
H -4.687432 -0.721955 -3.519087  0.111
H -5.565296 -1.121310 -1.963305  0.144
H -5.942267 1.094339 -3.847172  0.159
O 0.217540 -1.718195 4.065896  0.193
C -0.369587 -1.222815 3.166786  -0.547
O -1.653432 -1.075600 3.022988  0.103
C -2.008004 -0.614985 1.676890  0.015
C -0.660832 -0.090999 1.227907  -0.350
F -0.600486 1.258520 1.465293  0.056
O 0.273018 -0.684640 2.047012  0.104
H -2.246000 -1.476061 0.957612  0.146
H -2.750018 0.172842 1.864550  0.152
H -0.448674 -0.267521 0.193262  0.128
O 3.144050 -0.779674 4.260010  0.110
C 2.349287 0.120211 4.549895  -0.484
O 2.020795 1.135898 3.783891  0.071
C 1.283718 2.157049 4.471088  -0.003
C 0.934996 1.401569 5.773155  -0.338
F -0.361316 1.086333 5.851772  0.093
O 1.736034 0.256260 5.805423  0.134
H 1.905959 3.043668 4.574656  0.145
H 0.364548 2.380946 3.928321  0.124
H 1.147828 2.083398 6.583498  0.159
C -0.884544 -3.888830 -2.290036  -0.055
C -1.322488 -3.305194 -0.957311  -0.483
C -1.598085 -4.481328 0.051415  -0.033
O -0.412420 -2.390650 -0.413630  -0.092
H -1.758591 -4.370763 -2.840654  0.106
H -0.064617 -4.601914 -2.169748  0.084
H -0.535841 -3.199965 -3.056282  0.056
H -2.190850 -2.665990 -1.048511  0.120
H -2.205457 -4.115379 0.893858  0.072
H -0.701608 -4.905133 0.544443  0.088
H -2.118894 -5.267848 -0.468889  0.064
H 0.479752 -2.831379 -0.301243  0.087

Atoms 1-2, force components in eV/Å:
O -1.179 -0.621 -0.625
C 1.924 1.349 2.584

Energy, Ha: -3286.345010
Orbital gap, eV: 10.73
Structure (SMILES): O=C1OC[C@@H](F)O1.O=C1OC[C@@H](F)O1.O=C1OC[C@@H](F)O1.O=C1OC[C@@H](F)O1.O=C1OC[C@@H](F)O1.O=C1OC[C@@H](F)O1.O=C1OC[C@@H](F)O1.CC(C)O
Largest force on an atom, eV/A: 5.075



Computed, not measured: one molecule with the formula C24H29FN4O5S, with ωB97M-V/def2-TZVPD.

Each line ends with the Löwdin charge.
CARTESIAN COORDINATES (ANGSTROEM)
C 3.543499 1.900639 0.469990  -0.056
C 3.799883 1.429529 -0.960040  -0.235
N 3.469094 0.044718 -1.202857  -0.260
C 4.458305 -0.995007 -1.076081  -0.246
C 4.677680 -1.473964 0.358753  -0.067
S 1.983448 -0.384274 -1.764561  0.680
O 2.134412 -1.422027 -2.743813  -0.277
O 1.282104 0.811553 -2.142246  -0.284
C 1.140047 -1.096246 -0.352820  -0.253
C 1.188202 -2.452713 -0.102822  -0.062
C 0.457705 -2.965348 0.954238  0.024
C -0.317290 -2.122310 1.739962  -0.199
C -0.319039 -0.736524 1.514981  -0.099
C 0.415963 -0.239909 0.449568  0.027
N -1.067363 0.091755 2.370232  0.033
C -0.718232 1.491852 2.567083  -0.008
C -0.636710 2.392074 1.333521  -0.452
O 0.397829 3.002833 1.120108  0.045
N -1.713997 2.510437 0.538304  -0.029
C -3.035490 1.969362 0.775096  -0.092
C -3.666080 1.626137 -0.591224  -0.133
N -2.666732 1.152836 -1.512533  -0.089
C -2.303256 -0.178588 -1.567401  -0.220
C -1.427824 -0.619764 -2.570287  -0.019
C -1.045997 -1.941099 -2.659303  -0.009
C -1.564264 -2.853075 -1.758568  -0.290
F -1.184689 -4.152388 -1.821997  0.049
C -2.465995 -2.466672 -0.788366  -0.017
C -2.826551 -1.135831 -0.690748  -0.027
C -1.716116 2.192836 -1.873955  -0.113
C -1.585417 3.211602 -0.724132  -0.096
C -2.020190 -0.439218 3.187997  -0.416
O -2.689623 0.233878 3.943484  0.084
C -2.232782 -1.937090 3.044240  -0.058
O -1.064244 -2.664852 2.740924  0.006
H 2.479037 1.969845 0.670603  0.042
H 3.970295 2.892011 0.599859  0.079
H 3.997824 1.229816 1.193390  0.062
H 4.854342 1.572037 -1.218848  0.122
H 3.190661 2.021652 -1.645617  0.108
H 4.101265 -1.821337 -1.693665  0.104
H 5.407112 -0.640841 -1.495269  0.123
H 3.729467 -1.738058 0.820976  0.063
H 5.320725 -2.350457 0.353912  0.075
H 5.156522 -0.702768 0.956094  0.063
H 1.755342 -3.095272 -0.755509  0.125
H 0.448151 -4.020970 1.171296  0.131
H 0.435830 0.803990 0.200683  0.098
H -1.458896 1.893965 3.266823  0.137
H 0.272044 1.548363 3.033747  0.150
H -3.653427 2.710033 1.300150  0.135
H -2.974764 1.078846 1.395690  0.098
H -4.459716 0.889130 -0.474822  0.121
H -4.116691 2.522021 -1.029737  0.124
H -1.036795 0.077124 -3.291179  0.114
H -0.347372 -2.262024 -3.414035  0.121
H -2.872245 -3.204145 -0.112874  0.121
H -3.523558 -0.855468 0.083810  0.096
H -0.739102 1.745077 -2.063396  0.086
H -2.050087 2.710869 -2.781677  0.128
H -2.354828 3.987276 -0.780430  0.127
H -0.604246 3.685673 -0.750747  0.125
H -2.994945 -2.103204 2.265646  0.133
H -2.612230 -2.328327 3.990395  0.145

Atoms 1-2, force components in eV/Å:
C 0.080 -0.071 -0.260
C -0.188 0.620 0.223

Energy, Ha: -2025.241220
Orbital gap, eV: 8.21
Structure (SMILES): CCN(CC)S(=O)(=O)c1ccc2c(c1)N(CC(=O)N1CCN(c3ccc(F)cc3)CC1)C(=O)CO2
Largest force on an atom, eV/A: 1.116